The following is a DFT calculation (ωB97M-V with the def2-TZVPD basis set) of an isolated molecule of C6H8FN in a non-equilibrium geometry.

- LUMO (eV) = 0.9
- DFT total energy (Eh) = -388.037748
- SMILES = FCCc1ccc[nH]1
- highest occupied orbital energy (eV) = -8.31
- orbital gap (eV) = 9.233
- energy above the lowest of the compared OMol25 structures with the same formula, charge and spin (kJ/mol) = 1.26
- strongest force on any atom (hartree/bohr) = 0.0468

The geometry in XYZ format:
```
16
C6H8FN ωB97M-V with the def2-TZVPD basis set
F 3.49 -0.06 -0.15
C 2.16 -0.08 -0.54
C 1.28 0.16 0.69
C -0.18 0.14 0.34
C -1.05 1.15 0.05
C -2.32 0.57 -0.27
C -2.16 -0.79 -0.18
N -0.87 -1.05 0.18
H 1.96 -1.02 -1.00
H 2.00 0.76 -1.26
H 1.55 1.06 1.13
H 1.54 -0.61 1.46
H -0.84 2.22 0.07
H -3.18 1.09 -0.54
H -2.88 -1.55 -0.34
H -0.50 -1.99 0.34
```

---

The following is a DFT calculation (ωB97M-V with the def2-TZVPD basis set) of a cluster of 2 separate species, C6H8FN2S in total in a non-equilibrium geometry.

- LUMO (eV) = -4.4
- DFT total energy (Eh) = -840.576224
- net charge = +1
- highest occupied orbital energy (eV) = -13.23
- orbital gap (eV) = 8.869
- strongest force on any atom (hartree/bohr) = 0.0744

The geometry in XYZ format:
```
18
C6H8FN2S ωB97M-V with the def2-TZVPD basis set
C -2.36 1.53 -0.09
C -3.58 0.89 -0.05
C -1.37 0.57 0.04
C 1.22 -0.15 -1.02
C 1.35 -0.26 1.09
C 1.01 0.80 0.10
N -1.81 -0.68 -0.01
N 1.25 -1.24 -0.02
F 1.36 2.07 0.01
S -3.50 -0.84 -0.05
H -2.33 2.64 -0.12
H -4.57 1.44 -0.03
H 0.61 -0.10 -1.90
H 2.19 -0.04 -1.40
H 2.36 -0.21 1.33
H 0.72 -0.36 2.09
H -1.15 -1.48 -0.13
H 1.73 -2.09 -0.22
```

---

The following is a DFT calculation (ωB97M-V with the def2-TZVPD basis set) of a cluster of 2 separate species, C6H8IN2O in total in a non-equilibrium geometry.

- LUMO (eV) = -5.1
- DFT total energy (Eh) = -715.508739
- net charge = +1
- highest occupied orbital energy (eV) = -13.48
- orbital gap (eV) = 8.362
- energy above the lowest of the compared OMol25 structures with the same formula, charge and spin (kJ/mol) = 0.00
- strongest force on any atom (hartree/bohr) = 0.0924

The geometry in XYZ format:
```
18
C6H8IN2O ωB97M-V with the def2-TZVPD basis set
C 1.39 -2.20 0.68
C 2.00 -1.74 -0.37
C 0.16 -1.51 0.97
C 1.45 -0.66 -1.35
C -0.17 2.37 -0.07
C 0.81 1.56 -0.78
N 0.67 0.30 -0.72
N -0.91 -1.26 1.37
O 1.43 -0.94 -2.53
I -4.30 0.08 1.50
H 1.54 -3.04 1.37
H 2.87 -2.20 -0.90
H -0.98 2.49 -0.75
H 0.11 3.40 0.02
H -0.31 1.97 0.94
H 1.70 1.93 -1.33
H -5.55 0.58 0.68
H -1.92 -1.12 1.27
```